103
Properties=species:S:1:pos:R:3:mulliken_charge:R:1 method="wB97M-V/def2-TZVPD" gap_ev=9.9 smiles=CCNN[C@@](C)(O)COCCN.c1ccccc1.c1ccccc1.c1ccccc1.c1ccccc1.c1ccccc1.c1ccccc1 relative_energy_kj_mol=0.0
H -2.273 -0.243 -4.081 0.41
C 2.875 6.233 -1.754 -0.34
H 1.003 7.131 -1.213 0.36
C 3.533 5.056 -2.083 -0.37
N -0.694 -0.219 1.291 -0.17
H -7.767 5.143 -1.229 0.37
H 13.539 -1.147 -1.764 0.36
H -0.353 -0.009 3.253 0.26
C -5.708 4.988 -0.648 -0.52
H 4.815 -2.401 -0.605 0.37
H -8.587 -2.246 2.313 0.40
H -2.769 -0.775 -6.445 0.36
C -4.789 2.766 -0.615 0.71
C 1.476 3.838 -1.842 -0.29
H 5.255 -2.193 1.817 0.35
C 5.830 -2.449 -0.233 -0.32
C -5.170 1.475 -4.427 -0.32
H 14.931 -3.310 1.655 0.36
C 8.188 -2.687 -0.638 -0.05
C 12.014 -3.625 -0.034 -0.27
H -0.856 2.885 1.155 0.24
C 1.368 -0.663 2.362 -0.45
C -8.323 -3.049 2.990 -0.41
H -6.139 1.188 -1.167 0.35
H 11.449 -2.460 -1.746 0.30
C -7.092 -5.064 3.448 -0.39
C -7.087 3.108 -1.241 -0.58
H -6.336 1.580 -6.225 0.37
C 12.993 -3.863 0.922 -0.43
C -0.889 2.068 0.432 -1.65
H -8.953 -4.156 6.127 0.36
C -4.636 4.134 -0.431 -0.53
H 1.891 -0.441 3.296 0.40
H 9.452 -2.610 1.092 0.39
H 3.420 7.168 -1.721 0.35
C -7.436 -4.035 2.582 -0.33
H -3.938 -2.014 1.861 0.26
C 8.435 -2.567 0.722 -0.17
C -8.869 -3.092 4.266 -0.40
C 14.168 -3.125 0.911 -0.37
H -3.808 1.198 -2.792 0.36
H 2.506 0.766 1.219 0.25
H 15.281 -1.571 -0.064 0.35
H -4.608 -2.030 -0.326 0.27
C 13.386 -1.909 -1.011 -0.47
H -7.372 -5.910 5.399 0.36
H -5.652 -1.865 2.176 0.07
N 0.149 0.134 2.380 -0.31
H -9.561 -2.324 4.585 0.36
O -3.200 0.125 2.683 -0.40
C 14.364 -2.148 -0.056 -0.36
H 3.347 2.940 -2.382 0.37
H -1.858 1.629 2.975 0.59
H 9.011 -2.826 -1.327 0.20
H -0.243 4.996 -1.291 0.43
H -6.398 -5.831 3.129 0.36
H -3.952 2.097 -0.457 0.08
H -4.902 -0.435 -0.172 0.13
H -5.197 0.133 3.141 0.38
C 12.211 -2.648 -1.000 -0.33
H -8.040 2.708 -1.564 0.40
H 11.098 -4.203 -0.024 0.49
C -8.527 -4.122 5.132 -0.38
C 2.254 -0.295 1.185 -0.69
C 1.516 6.212 -1.469 -0.49
H -1.223 -1.061 1.523 0.36
H 12.839 -4.625 1.676 0.36
H 7.572 -2.296 2.667 0.36
H -5.838 2.109 -3.858 0.34
C -1.636 0.856 0.972 1.22
C -3.443 -0.145 -5.879 -0.38
C -7.639 -5.107 4.723 -0.37
H 0.136 1.794 0.192 0.20
C -2.497 1.244 2.178 -1.30
H -4.798 0.766 1.543 -0.02
C 2.834 3.858 -2.127 -0.50
H 4.593 5.073 -2.306 0.36
H 6.694 -2.721 -2.178 0.36
H -4.800 0.137 -7.516 0.36
H 1.747 -0.499 0.243 0.29
C -3.165 0.152 -4.551 -0.59
C -6.933 4.475 -1.055 -0.45
H -1.389 2.418 -0.471 0.43
C -4.584 0.368 -6.480 -0.43
H -7.010 -3.995 1.587 0.46
C -6.016 2.254 -1.015 -0.65
C -4.817 -1.394 1.654 -0.25
N -5.119 -1.346 0.216 -0.53
H -5.589 6.055 -0.505 0.38
O -2.482 0.367 -0.060 -0.45
H -3.186 2.042 1.881 0.43
C 6.078 -2.331 1.127 -0.30
H -3.677 4.534 -0.124 0.42
C -5.447 1.179 -5.755 -0.45
H 1.157 -1.743 2.354 0.30
C 7.380 -2.389 1.606 -0.62
C 6.886 -2.628 -1.117 -0.60
H 3.183 -0.866 1.218 -0.03
C -4.557 -0.019 2.268 -0.08
C -4.029 0.962 -3.826 -0.04
C 0.817 5.014 -1.512 -0.30
H 0.929 2.905 -1.876 0.43
H -2.749 -0.537 0.159 0.29

***

146
Properties=species:S:1:pos:R:3:mulliken_charge:R:1 method="wB97M-V/def2-TZVPD" gap_ev=6.5 charge=-1
H 1.733 0.293 -3.890 0.28
H 1.904 3.088 -1.994 0.37
F -5.814 6.936 -5.042 -0.25
H 3.899 -2.523 5.964 0.32
H -5.346 -3.693 3.385 0.37
O -1.661 -0.426 10.142 -0.29
O -5.612 4.926 -7.877 -0.30
F 0.113 -1.073 7.224 -0.27
H 1.244 5.363 -1.412 0.61
O 1.073 -1.062 -5.368 -0.34
F -1.698 -1.965 7.996 -0.23
C 1.776 -0.770 -4.115 -0.15
C -5.720 5.788 -5.701 1.08
O 4.238 -0.096 7.005 -0.39
C 1.661 3.332 -0.959 -0.87
H 2.174 -0.129 6.793 0.30
H -0.623 -6.856 -4.928 0.16
H -1.051 1.106 11.419 0.34
H 4.343 3.499 -1.354 0.63
C 2.462 2.381 -0.059 0.02
C -3.793 4.215 0.445 0.89
H 7.320 2.950 -1.158 0.33
H -3.826 1.104 10.121 0.10
H 4.355 -6.904 -3.017 0.33
F -4.747 3.369 0.865 -0.26
O 3.542 1.234 5.325 -0.50
C -3.366 3.903 -1.001 0.36
C -2.081 -5.311 -5.210 -0.19
O -0.139 0.863 9.081 -0.54
H 9.402 3.083 0.115 0.34
C 5.085 1.553 1.890 -0.66
F 1.357 -7.707 -6.637 -0.23
H -3.369 4.024 -3.502 0.33
F -4.289 5.461 0.525 -0.27
C -0.749 -0.153 9.224 0.33
O 2.608 6.187 1.049 -0.66
H 3.144 -1.386 4.849 0.32
H -5.064 -3.953 5.872 0.34
H -4.769 6.771 -9.728 0.31
F 1.668 -9.838 -6.432 -0.28
C -5.475 -2.844 4.055 -1.11
C -0.665 -0.844 -6.915 0.84
H 6.755 0.043 1.826 0.49
C 1.663 -8.667 -5.773 1.04
H 5.225 2.178 -0.622 0.61
H 1.242 -2.654 -3.232 0.21
H 8.081 2.982 1.317 0.22
O -4.437 3.669 -1.751 -0.37
H 2.878 -1.301 7.902 0.31
C 2.843 1.043 -0.751 -0.06
O 3.199 -9.164 -4.068 -0.32
H 2.948 5.118 -1.090 0.19
N 3.642 3.039 0.524 0.12
O -2.227 3.892 -1.354 -0.50
H -2.275 -7.449 -5.059 0.30
H 1.813 2.089 0.768 0.75
H -2.810 1.716 -2.729 0.33
C -1.968 0.624 11.083 -0.29
H -1.366 -4.563 -5.551 0.26
C -1.567 -6.714 -5.442 -0.97
H -3.570 1.657 -4.319 0.37
H -3.644 -3.213 5.132 0.33
H 4.335 3.402 2.470 0.50
H -3.777 5.313 -9.775 0.31
H -5.058 3.562 -3.683 0.21
H 4.574 -9.956 -2.817 0.31
C 4.454 -7.832 -2.455 -1.11
H -6.832 5.358 -9.502 0.33
C 7.468 3.837 -0.547 -0.38
H 5.383 -7.793 -1.887 0.37
O -4.769 -1.921 6.200 -0.25
C -4.759 5.721 -10.018 -1.10
F -6.891 -0.214 8.366 -0.25
H 5.269 -8.973 -4.106 0.32
O -2.377 -5.099 -3.811 -0.34
C 4.355 0.894 6.129 0.42
C 6.040 0.827 1.863 -0.11
C -1.332 -4.832 -3.040 0.35
O -0.604 0.345 -4.823 -0.54
H 2.814 -1.023 -4.306 0.34
H -4.504 1.248 -2.867 0.33
H 7.805 4.652 -1.186 0.33
C -4.704 -3.076 5.335 -0.27
F -4.496 5.288 -5.514 -0.25
F -4.849 -0.775 8.822 -0.24
C 2.993 -0.827 6.929 -0.06
C -6.011 5.993 -7.203 0.24
O -0.187 -4.771 -3.375 -0.48
F -0.782 -4.606 -0.754 -0.23
C -5.850 -1.806 6.950 0.25
F -2.756 4.115 1.261 -0.21
C -4.145 3.356 -3.134 -0.02
C 4.461 -9.030 -3.378 -0.21
F -2.715 -5.466 -1.207 -0.27
H 3.618 -7.892 -1.758 0.30
H -2.489 2.144 9.643 0.31
H 3.142 2.138 2.352 0.53
N 0.649 5.058 1.384 -0.41
O -6.546 6.968 -7.641 -0.53
O 3.140 1.095 -1.967 -0.74
H -5.841 3.903 -9.601 0.31
C -0.069 -0.442 -5.549 0.41
C -1.805 -4.560 -1.597 0.87
F 0.192 -2.310 9.001 -0.28
H -1.415 -6.890 -6.507 0.43
C 4.012 2.560 1.854 -0.78
F 5.988 2.376 5.277 -0.20
H 0.841 4.163 1.832 0.25
C -0.536 -1.397 8.337 0.97
H -4.908 5.658 -11.095 0.38
H 8.812 4.528 0.998 0.31
F 5.676 2.365 7.420 -0.28
C -3.735 1.908 -3.271 -1.24
C 4.739 3.136 -0.410 -1.22
H 1.806 -1.415 -2.080 0.36
F -5.274 0.499 7.122 -0.25
O 2.881 0.049 0.004 -0.79
H -3.021 -5.137 -5.728 0.36
H -6.539 -2.720 4.256 0.32
O 3.837 -7.640 -5.607 -0.50
F -2.369 -3.348 -1.525 -0.25
F -6.612 4.929 -5.184 -0.27
H 0.590 3.155 -0.859 0.38
C 1.217 -1.592 -2.982 -0.94
H -2.410 0.110 11.934 0.33
C 5.715 1.601 6.312 0.82
F -0.007 -0.235 -7.913 -0.27
C 1.953 4.826 -0.773 -0.69
C 3.044 -1.861 5.825 -1.17
H -5.118 -1.945 3.554 0.31
C 1.799 5.399 0.607 0.37
H 0.667 5.742 2.136 0.33
F 0.707 -8.728 -4.841 -0.25
C 3.047 -8.405 -5.142 0.24
C -5.721 -0.543 7.828 0.98
F 6.709 0.716 6.462 -0.27
C -5.843 4.948 -9.301 -0.23
F -1.950 -0.492 -6.995 -0.25
C -2.938 1.617 10.485 -0.89
H 0.180 -1.320 -2.778 0.23
C 8.529 3.586 0.529 -1.03
S 5.915 4.382 0.212 -0.17
F -0.591 -2.168 -7.123 -0.24
H 2.132 -2.457 5.828 0.37
H -3.237 2.352 11.231 0.38
O -6.785 -2.548 7.006 -0.53

***

113
Properties=species:S:1:pos:R:3:mulliken_charge:R:1 method="wB97M-V/def2-TZVPD" gap_ev=8.3 charge=+1
H 3.657 3.558 -1.171 0.41
H -0.086 -2.284 0.317 -0.14
H -4.157 -6.537 -6.726 0.38
C -4.976 2.681 6.188 -0.46
O 2.242 -1.636 4.109 -0.41
H 7.278 2.516 0.329 0.34
F -1.896 1.602 1.836 -0.17
N -3.525 -0.361 -3.082 -0.37
C -9.791 0.226 3.536 -0.29
C -3.497 -3.136 -2.893 -0.36
C 3.888 -2.657 -0.011 -0.85
C -8.551 2.235 4.865 -0.19
H 0.238 2.466 -2.035 0.54
C 1.067 0.586 -0.014 -0.58
H -5.016 -0.571 -4.474 0.42
H 6.213 3.545 2.274 0.41
H -5.122 4.822 6.284 0.43
H -3.471 0.860 3.974 0.52
C -3.517 3.013 3.928 -0.18
H -3.779 5.128 4.205 0.41
C -10.464 1.333 4.031 -0.33
C -0.965 1.815 -3.697 -0.58
C -0.993 -5.382 -6.901 -0.21
H 3.254 -0.843 -1.162 0.62
H 1.934 1.139 -0.386 0.02
N -4.533 1.585 5.568 -0.58
H -0.690 -2.865 2.916 0.42
H 4.551 4.778 1.097 0.39
H 5.251 -1.559 -1.336 0.37
H -1.925 -2.828 -1.451 0.31
C 3.770 3.162 -0.164 -0.16
C -0.300 -1.960 2.408 -0.32
H -2.934 3.101 3.028 0.56
H -5.554 2.503 7.089 0.41
H 2.403 1.821 -5.447 0.38
C -2.630 -2.367 -2.132 -0.42
C 4.906 3.878 0.599 -0.79
O 0.743 1.575 2.202 -0.44
C -3.309 -5.867 -6.649 -0.25
H -5.067 -3.065 -4.364 0.39
F -1.695 2.006 -0.218 -0.32
H 7.268 -0.317 -0.762 0.39
C 0.270 1.525 0.892 -0.55
C -7.783 1.175 4.408 0.19
H 7.797 1.608 2.600 0.52
C -8.422 0.150 3.730 -0.54
H -8.095 3.059 5.404 0.39
O -0.556 -0.906 2.852 -0.29
H 0.375 2.528 0.469 0.95
C -4.735 3.971 5.741 -0.24
C -2.689 -0.988 -2.263 0.07
H -11.536 1.437 3.901 0.35
H 5.973 1.353 0.150 0.16
C 2.915 -0.478 2.166 0.14
C -3.989 4.137 4.586 -0.54
F -1.535 0.001 0.420 -0.16
C -2.038 -6.283 -7.017 -0.38
H 0.014 -5.667 -7.179 0.38
H 5.914 -3.052 -0.753 0.44
H 0.369 1.167 -6.730 0.40
H 8.996 0.432 0.792 0.38
H -2.817 -2.814 -5.700 0.57
C 7.397 -0.896 0.155 -0.89
H 3.186 0.575 2.023 -0.36
H 4.863 2.380 2.178 0.06
H -0.469 -3.374 -6.317 0.39
C 0.224 2.167 -3.079 -0.14
H 5.444 -0.559 0.875 -0.86
H 6.176 -2.023 1.549 0.39
H 4.032 2.100 -0.227 -0.29
H 1.038 -3.190 1.282 0.56
H 6.453 0.518 2.456 0.12
C 6.524 1.947 0.884 -0.30
H 3.834 -2.855 1.060 0.59
P 1.786 -0.892 0.802 0.79
H 8.459 -0.722 2.012 0.39
H -10.328 -0.554 3.013 0.37
H -1.874 -7.286 -7.385 0.36
C 5.605 2.943 1.598 -0.47
C -4.378 -2.499 -3.752 -0.63
C 0.580 -2.204 1.186 -0.27
N -9.869 2.329 4.687 -0.54
C 2.844 -1.623 -0.523 -1.28
C 7.237 1.020 1.872 -0.66
C -2.563 -3.796 -6.079 -0.19
C 5.296 -2.202 -0.456 -1.25
C 8.116 -0.054 1.217 -1.00
C 2.309 -0.606 3.572 -0.33
C -3.817 1.768 4.458 -0.34
H 2.128 -2.173 -1.142 0.73
H -3.485 -4.216 -2.821 0.46
H 3.703 -3.606 -0.510 0.54
H -1.896 1.827 -3.145 0.55
H 5.651 4.160 -0.147 0.37
H 0.502 0.261 -0.888 0.48
H 3.847 -1.037 2.146 0.67
C 6.052 -1.440 0.633 0.88
C -4.350 -1.114 -3.811 -0.30
C -0.926 1.447 -5.031 -0.39
H -7.860 -0.698 3.358 0.37
N -3.582 -4.647 -6.185 -0.38
C -1.257 -4.108 -6.422 -0.65
C 1.428 1.812 -4.974 -0.36
H 2.821 3.230 0.378 0.08
H 0.625 2.453 2.582 0.41
H -6.716 1.155 4.581 0.21
C 0.294 1.446 -5.687 -0.44
N 1.410 2.169 -3.689 -0.40
H -1.833 1.165 -5.550 0.44
H 8.036 -1.753 -0.076 0.48
C -1.250 1.237 0.776 0.31
H -2.040 -0.342 -1.690 0.36
H 1.951 0.306 4.078 0.39

***

132
Properties=species:S:1:pos:R:3:mulliken_charge:R:1 method="wB97M-V/def2-TZVPD" gap_ev=8.9 smiles="Nc1c(CCOC=O)cc2c(c1O)C(=O)NC2=O.C[C@@H]1COC(=O)O1.C[C@@H]1COC(=O)O1.C[C@@H]1COC(=O)O1.C[C@@H]1COC(=O)O1.C[C@@H]1COC(=O)O1.C[C@@H]1COC(=O)O1.C[C@@H]1COC(=O)O1.C[C@@H]1COC(=O)O1"
O 0.157 1.161 7.583 -0.58
H 1.156 -0.286 4.177 0.27
C 4.469 3.061 -5.543 -0.45
C -0.143 5.481 -5.884 0.54
H 2.713 5.819 0.566 0.35
O -1.149 -0.611 -6.483 -0.34
H 1.824 2.094 -3.499 0.28
O -0.252 4.462 -5.001 -0.10
H -3.081 -0.471 8.562 0.37
C -1.685 -4.473 -2.385 -1.45
H -2.803 5.556 -5.106 0.31
H 0.477 2.704 4.111 0.16
O 5.426 4.045 -5.125 -0.37
C -5.552 -7.080 0.888 -1.41
O 6.046 4.812 -3.095 -0.54
O -1.201 -0.947 0.792 -0.52
H -5.481 -9.596 1.808 0.32
C 0.168 1.660 4.204 0.75
H -7.017 -8.053 -0.349 0.23
O 3.991 2.199 0.558 -0.33
H 3.805 3.819 -0.703 0.09
O 2.324 1.405 1.840 -0.59
C 0.705 -5.429 -4.821 -0.39
H -1.783 0.272 -8.236 0.32
H -4.554 0.141 10.628 0.30
C 0.101 -6.714 -6.670 0.13
H 0.264 1.740 -9.515 0.41
C -3.548 1.507 9.257 0.48
H -3.861 1.579 11.414 0.32
O -4.605 1.630 8.284 -0.32
H -6.168 -6.848 1.757 0.42
H 1.179 -5.583 -3.860 0.36
H 4.108 3.284 -6.544 0.31
H -1.972 0.768 8.008 -0.03
C 3.008 2.311 1.469 0.68
C -5.737 1.995 8.931 0.64
H 4.159 0.038 9.312 0.36
C 6.118 2.924 6.782 0.61
H 1.476 -2.352 -4.220 0.21
C 3.395 3.186 -4.486 0.64
H -0.470 -0.912 -8.427 0.33
O -0.267 1.412 -6.203 0.05
O -0.526 1.515 5.469 -0.34
H -2.671 4.094 -2.683 0.43
H -2.138 -5.454 -2.448 0.60
H -5.546 -6.214 0.228 0.28
C -1.925 5.962 -4.599 -0.54
H -7.229 -9.600 1.484 0.31
C -0.312 -2.745 -3.362 0.44
H -0.288 -0.203 -2.970 0.29
O 4.169 3.593 -3.344 -0.16
O -5.570 1.900 10.275 -0.34
C 4.415 1.452 6.947 -0.01
C -0.893 -4.016 -3.450 1.09
O -1.018 6.468 -5.590 -0.36
C -1.097 4.895 -3.918 0.58
H 4.274 2.551 8.799 0.27
C -0.861 -0.116 -7.798 -0.62
H -1.055 -4.362 -5.542 0.42
H -2.977 -2.644 1.550 0.31
H -1.877 0.217 9.677 0.37
O 1.563 0.865 5.850 -0.35
O -0.925 -7.261 -6.898 -0.44
C -1.653 -1.843 0.144 -0.11
H 0.621 -6.198 -7.491 0.41
O -6.739 2.346 8.400 -0.54
H 5.355 0.941 10.253 0.36
H 4.954 2.082 -5.540 0.31
H 1.160 0.556 -7.416 0.29
H -4.523 -7.237 1.209 0.35
C -1.892 3.742 -3.361 -1.43
C 0.376 1.179 6.409 0.61
H -2.234 6.757 -3.925 0.33
C -6.083 -8.294 0.165 0.54
C 5.084 0.612 9.250 -1.44
H 2.702 3.998 -4.722 0.03
H -1.244 3.058 -2.814 0.31
O -6.046 -10.587 0.090 -0.33
C 3.642 5.768 1.135 -1.51
O 6.931 3.646 6.301 -0.55
C -0.905 0.382 -5.606 0.42
C -2.559 0.441 8.858 -1.04
H -1.506 2.010 2.902 0.48
C -1.266 -2.424 -1.183 0.08
H 1.322 -4.780 -5.445 0.31
O -5.146 -8.763 -0.822 -0.30
C -4.338 1.206 10.511 -0.48
O 5.000 2.495 6.149 -0.27
H -0.455 5.329 -3.146 0.24
H 3.285 1.159 -3.756 0.46
H -0.794 2.666 -8.428 0.33
C 0.151 0.967 -7.511 0.53
H -0.142 1.191 2.130 0.38
C -0.717 1.270 3.047 -1.58
H -1.206 0.316 3.243 0.30
C 0.141 2.109 -8.497 -1.51
H -1.356 -5.775 -4.512 0.58
O -3.154 -4.936 0.365 -0.57
C 4.019 4.334 1.407 0.58
C -2.655 -3.921 -0.031 -0.17
H 4.432 6.272 0.578 0.39
H 0.270 -2.646 -5.308 0.24
H 4.812 4.288 2.158 0.29
H 4.789 0.489 6.590 0.22
H 3.479 6.306 2.068 0.38
O -1.224 0.353 -4.456 -0.65
O 6.181 2.415 8.036 -0.37
C 4.377 3.530 0.181 -0.32
C 5.291 4.211 -3.788 0.55
O 0.623 5.499 -6.796 -0.53
O -4.766 -10.780 -1.755 -0.53
C -0.507 -1.924 -2.229 0.60
C 2.634 1.912 -4.204 -1.18
H 5.887 -0.034 8.895 0.37
H 2.242 1.080 3.897 0.26
H 0.945 2.812 -8.284 0.33
H 3.332 1.472 6.857 -0.01
H 5.438 3.566 -0.054 0.32
H -3.049 2.476 9.333 0.27
O 0.694 -6.729 -5.462 -0.38
N -2.706 -2.671 0.576 0.01
O 2.885 3.584 1.903 -0.38
C -0.723 -4.906 -4.658 -1.15
C 4.912 1.796 8.331 0.54
C 1.362 0.758 4.422 -0.34
H 2.204 1.517 -5.124 0.04
N 0.492 -2.223 -4.420 -0.24
C -5.269 -10.110 -0.915 0.61
O 0.033 -0.680 -2.178 -0.66
C -1.857 -3.680 -1.270 0.10
H -2.351 3.169 -4.167 0.29
C -6.244 -9.524 1.029 -0.50

***

no.,E_LUMO (eV)
1,0.6
2,1.8
3,-2.4
4,-0.3